The following is a quantum chemistry calculation of C36H50Br2F5N7O2Si3 as an isolated structure, from OMol25.

Calculated values
Electronic energy, eV: -229977.0905
Energy relative to the best compared isomer or geometry (same formula, charge and spin), kcal per mole: 0.0
HOMO level, eV: -8.24
Kohn-Sham gap, Ha: 0.2930

```
! RIJCOSX wB97M-V def2-TZVPD def2/J DEFGRID3
* xyz 0 1
C 6.838 -4.038 8.890
Br 1.660 -2.019 -3.003
F -4.505 -3.199 0.014
C -1.013 7.108 -6.840
C -0.221 -6.014 9.429
H -0.010 10.477 -2.986
F -5.079 -1.903 -3.186
C -0.118 -0.218 0.436
C 0.301 -1.667 -8.627
H 0.039 -0.568 1.459
H 0.008 -4.788 1.122
Si -2.418 -2.660 -1.633
H 4.735 -4.777 8.941
C -0.476 6.770 -5.628
C -1.987 -4.079 3.668
H -2.572 -4.033 1.510
C 0.899 -0.431 -8.260
H 0.666 -6.093 10.034
H -1.688 11.986 -4.069
C -1.986 2.760 -3.847
C 2.709 -1.232 6.070
H 0.529 -6.106 7.331
H 0.468 -1.864 -5.454
H 0.154 4.899 -4.874
H 1.055 -4.963 3.388
C -0.902 11.488 -4.611
H 0.500 -1.354 6.430
C 6.375 -2.461 7.356
O -2.406 -1.092 -2.089
H 4.471 -1.200 4.699
H 1.070 10.442 -7.031
C -1.105 5.915 -7.609
H 0.552 3.648 -2.406
H -2.883 -3.786 4.190
H -2.689 3.198 -0.581
H -1.303 -4.386 -2.449
C -0.259 -6.022 8.060
H -0.244 7.375 -4.769
H -1.178 -0.359 0.201
H -0.895 -0.575 -4.093
N 0.096 -4.701 3.250
H -0.517 3.840 -7.044
O -1.800 -3.628 -2.802
H 7.359 -4.663 9.596
H -1.093 12.054 -6.708
C -1.821 -4.203 2.261
H -2.960 2.310 -4.064
H -1.892 -5.847 10.912
C 0.556 10.660 -6.109
H -1.733 -2.815 -0.342
N 0.510 -1.607 -6.426
H 0.066 -2.001 -9.624
N -0.240 5.421 -5.635
C 5.507 -4.119 8.579
H -0.479 -4.405 5.280
F -4.569 -4.350 -1.867
C -0.621 4.892 -6.839
C 0.495 -1.074 -1.830
H 6.368 -1.656 6.642
N 5.235 -3.158 7.645
C 0.074 -2.369 -7.473
C -2.366 -5.820 8.783
H -2.107 3.833 -3.655
F -6.535 -2.597 -1.797
C 0.882 10.163 -4.877
H 2.739 -1.432 2.894
F -5.259 -0.986 -1.259
C 0.322 2.783 -1.774
H 0.126 0.852 0.420
H 0.390 -1.537 3.730
H -3.434 -5.722 8.692
N 2.514 -1.386 3.873
H -1.482 5.820 -8.614
H -0.362 -3.340 -7.309
H 1.159 2.081 -1.876
H -1.304 8.101 -7.140
H 0.303 3.119 -0.732
Si -1.310 1.972 -2.277
C 1.014 -0.426 -6.894
H -2.453 1.511 -0.086
H 3.131 -1.127 7.056
C -0.785 -4.390 4.247
Si -1.028 -0.311 -2.644
H 8.414 -2.648 8.111
H -3.594 1.875 -1.378
H 4.333 -2.986 7.233
H 1.665 9.491 -4.570
C 1.244 -1.437 4.379
C 3.414 -1.260 4.894
N -1.567 -5.903 7.677
C -5.316 -2.133 -1.904
H -1.308 2.605 -4.693
C -0.524 -4.586 2.036
Br 2.289 -1.760 0.265
C -1.560 -5.886 9.888
C -0.577 11.502 -5.940
N -0.010 10.671 -3.971
H 1.413 0.313 -6.220
H 1.210 0.360 -8.921
C 1.330 -1.346 5.743
H -1.891 -5.882 6.726
C -2.629 2.168 -0.946
C 7.390 -2.984 8.113
C -4.280 -3.123 -1.343
C 0.762 -0.973 -0.529
*
```

The following is a quantum chemistry calculation of C5H8O as an isolated structure, from OMol25.

Calculated values
Electronic energy, eV: -7357.4907
Energy relative to the best compared isomer or geometry (same formula, charge and spin), kcal per mole: 109.9
HOMO level, eV: -9.11
Kohn-Sham gap, Ha: 0.3252

```
! RIJCOSX wB97M-V def2-TZVPD def2/J DEFGRID3
* xyz 0 1
H -1.141 -1.639 0.230
H 0.423 -2.437 -0.008
C 0.732 0.350 0.330
C -0.402 1.847 0.927
H -0.169 2.551 1.743
H -1.387 2.120 0.520
O -0.307 0.472 1.327
C 0.268 -0.454 -0.894
H -0.723 -2.318 -1.360
C 0.719 1.797 -0.070
C -0.327 -1.796 -0.484
H 1.665 -0.052 0.745
H 1.128 -0.570 -1.561
H -0.480 0.129 -1.447
*
```

The following is a quantum chemistry calculation of C45H62ClN5PRbSe2Si4 as an isolated structure, from OMol25.

Calculated values
Electronic energy, eV: -239795.9923
Energy relative to the best compared isomer or geometry (same formula, charge and spin), kcal per mole: 14.5
HOMO level, eV: -0.90
Kohn-Sham gap, Ha: 0.1516

```
! RIJCOSX wB97M-V def2-TZVPD def2/J DEFGRID3
* xyz -2 1
H 0.710 1.703 6.132
C 5.179 4.263 -0.418
Se 1.537 -2.809 -0.198
H -0.298 3.952 3.263
H 2.330 -7.305 -2.765
Se -2.047 -3.567 0.343
C -5.233 -0.153 1.163
C -6.029 -0.139 0.031
Si 2.993 1.484 -1.471
C -0.116 1.506 5.441
C 4.521 2.765 -4.571
H -1.662 -8.415 -1.689
C -4.028 4.322 2.553
H -5.660 -0.050 2.151
C 4.819 -0.208 0.899
P 0.006 -4.203 0.336
C -0.273 -6.328 3.846
Si 3.406 3.580 -0.539
C -6.277 -0.281 -2.434
H -6.919 -0.789 -4.328
H 1.772 3.180 1.295
H 6.811 1.794 -0.559
H 5.162 -1.281 -2.921
C -2.834 4.992 2.281
H -5.362 2.813 1.788
H 2.873 0.328 -5.777
C -2.492 3.778 0.139
H 5.798 3.628 0.216
H -1.489 -5.964 2.120
H 2.679 5.025 -2.460
C 1.311 -5.975 -1.431
H 5.665 -0.833 1.201
H -2.466 5.751 2.964
C -3.862 -0.271 1.005
H 1.485 2.880 -5.409
H 7.396 0.201 -1.055
H -7.104 -0.028 0.115
H 6.722 1.323 -2.249
H 1.340 3.896 3.920
C -3.718 3.097 0.484
H 3.964 -1.936 -1.803
H 0.431 -8.886 -2.926
C 0.058 1.465 3.041
C -4.440 3.361 1.617
C 2.789 3.574 1.258
H 3.871 -0.441 -4.536
H 2.277 -3.967 2.173
N 0.006 0.892 2.041
C 0.353 -8.002 -2.305
H -0.999 -6.983 4.312
C -1.819 3.555 -1.040
H -0.983 4.164 -1.347
C -4.050 -0.355 -1.262
H -2.255 3.718 4.937
C -5.480 -2.804 -5.109
Si 3.075 1.820 -3.769
H 3.895 -0.747 1.118
C 2.425 4.951 -1.402
H -4.762 -4.437 -6.308
C -5.454 -2.275 -3.819
H -1.999 4.047 6.642
N -4.110 -4.600 -4.363
H 1.455 3.741 -3.864
C -4.144 -4.017 -3.163
C 4.927 -1.427 -1.866
H -1.855 -6.363 -0.328
H -4.088 2.365 -0.226
H 4.592 3.772 -4.154
H -6.023 -2.314 -5.907
Cl -0.606 5.619 0.915
C 1.517 2.755 -4.322
N -3.279 -0.346 -0.189
C -0.543 -5.770 2.608
C -0.926 -6.596 -0.833
H 0.625 2.205 -4.015
H 3.417 2.935 1.884
H -7.050 0.482 -2.436
H 2.765 -4.943 4.400
C -0.820 -7.738 -1.611
H 2.781 4.580 1.688
C 0.920 -6.035 4.497
H -0.153 0.429 5.285
C -5.444 -0.282 -1.221
C 6.620 0.954 -1.226
H -2.258 2.887 -1.774
H -3.594 -4.494 -2.359
H 1.355 4.752 -1.326
N 0.206 2.135 4.167
H -0.345 5.272 5.259
C 1.568 -4.634 2.649
C 0.142 -5.707 -0.729
C -4.783 -3.976 -5.325
C 1.416 -7.116 -2.215
C -6.231 -1.053 -3.531
Rb -0.513 0.311 -0.541
H -3.198 -0.289 1.861
C -0.229 4.196 5.403
C 0.303 3.603 4.104
H -4.610 4.547 3.436
H -2.267 1.519 5.551
C 1.836 -5.185 3.897
H 5.469 2.262 -4.369
H 4.825 0.696 1.512
C -2.097 4.717 1.155
C 0.378 -4.923 1.995
N -4.787 -2.901 -2.848
H -3.545 -0.391 -2.219
C 2.983 0.169 -4.700
C -1.566 3.557 5.767
H 2.621 5.921 -0.936
H 5.654 4.309 -1.400
H 4.401 2.850 -5.656
H 5.688 -2.086 -1.439
H -1.453 1.810 7.083
H 2.127 -0.411 -4.349
Si 4.882 0.228 -0.944
H 1.128 -6.461 5.471
H 5.172 5.269 0.013
C -1.428 2.041 6.014
H 2.131 -5.270 -1.367
H 0.496 4.061 6.212
*
```

The following is a quantum chemistry calculation of one molecule with the formula C17H27N3O3, from OMol25.

Calculated values
Electronic energy, eV: -28679.8907
Energy relative to the best compared isomer or geometry (same formula, charge and spin), kcal per mole: 53.7
HOMO level, eV: -7.56
Kohn-Sham gap, Ha: 0.3022
SMILES: CCCN1CCC(NC(=O)Nc2ccc(OC)c(OC)c2)CC1

```
! RIJCOSX wB97M-V def2-TZVPD def2/J DEFGRID3
* xyz 0 1
O 5.445 2.063 0.128
C -5.484 -0.294 -0.237
C 5.202 -1.622 -0.058
N -0.598 -0.329 -0.107
H 5.791 -2.525 -0.094
H -2.113 0.448 2.020
C -3.931 1.092 1.039
H -6.629 0.057 1.561
C 3.028 -0.602 -0.042
C 6.811 2.402 0.185
H -4.959 -1.167 0.180
H -5.700 -0.511 -1.286
H 7.822 -2.054 0.843
C 3.643 0.638 0.030
C -1.785 0.498 -0.116
C 3.825 -1.740 -0.085
H -4.577 0.872 1.890
H 7.839 -1.961 -0.942
C -2.604 0.285 -1.390
H -3.546 2.218 -1.296
H -7.308 0.775 0.103
C 5.831 -0.386 0.011
C 5.028 0.769 0.058
C 0.660 0.203 -0.062
H -8.652 -1.188 0.864
C 7.999 -1.398 -0.016
H 1.340 -1.728 -0.117
H -4.458 1.031 -2.239
H -1.422 1.531 -0.083
H 7.347 2.080 -0.710
H -7.939 -1.499 -0.719
C -7.714 -1.330 0.332
H -2.900 -0.766 -1.466
H 3.051 1.537 0.064
H -2.006 0.537 -2.266
N 1.641 -0.765 -0.071
H 9.028 -1.041 0.012
C -3.858 1.170 -1.337
C -6.814 -0.113 0.499
O 7.203 -0.244 0.036
H -3.640 2.146 1.099
H 3.377 -2.722 -0.139
O 0.862 1.396 -0.018
H -2.939 -0.834 1.125
H 6.828 3.490 0.247
N -4.693 0.923 -0.181
H -0.733 -1.326 -0.143
C -2.664 0.225 1.105
H 7.298 1.980 1.067
H -7.230 -2.222 0.725
*
```